A molecular structure, C59H50Br2N6O4P2ReS in a non-equilibrium geometry, computed with ωB97M-V/def2-TZVPD.

The gap between HOMO and LUMO (alpha / beta) comes out at 6.75 / 4.61 eV. The multiplicity is 4. Its charge is +4. As for the HOMO energy (alpha / beta): -16.3781 / -16.3792 eV.

XYZ file:
```
125
Properties=species:S:1:pos:R:3:forces:R:3:lowdin_charge:R:1
Re 0.2534 1.7047 0.2517 -0.1 -1.2 1.7 1.555
C 0.7756 -5.2553 -11.7363 0.6 -1.4 -0.4 0.003
O 0.1315 -4.0725 -11.3128 -0.5 1.2 1.0 0.044
C 0.1339 -3.6557 -10.0781 0.0 0.1 -0.3 -0.202
C -0.4590 -2.3815 -9.8390 -0.1 0.3 0.2 0.087
C -0.4056 -1.8060 -8.6024 -0.1 -0.1 -0.5 0.037
C 0.2450 -2.4607 -7.5291 0.0 0.0 0.0 -0.086
C 0.7351 -3.7718 -7.7384 0.0 -0.3 -0.4 0.029
C 0.6837 -4.3592 -8.9731 0.2 -0.3 0.4 0.063
C 0.4390 -1.7614 -6.2915 0.1 0.1 0.2 -0.223
N -0.0755 -0.5734 -6.0049 -0.3 0.2 -0.4 0.218
C 0.3845 -0.2334 -4.7911 0.7 -1.1 0.2 -0.147
C 1.2401 -1.2459 -4.2968 -0.7 0.7 -0.4 -0.092
N 1.2469 -2.2002 -5.2609 0.1 -0.1 0.0 0.208
C 1.9403 -1.0992 -3.0670 0.1 0.3 0.6 -0.053
C 3.0005 -1.9081 -2.6228 -0.1 0.2 0.2 0.037
C 3.6744 -1.5431 -1.4814 -0.1 0.0 -0.2 0.010
C 3.2601 -0.4135 -0.7696 0.3 -0.2 -0.1 -0.092
N 2.2203 0.3120 -1.1165 -0.1 0.4 0.0 0.085
C 1.5873 0.0207 -2.2644 0.4 -0.7 -0.1 -0.149
C 0.6444 1.0102 -2.7220 -0.3 0.0 -0.6 -0.134
N 0.3739 2.0532 -1.8922 0.0 0.0 -0.1 -0.042
C -0.1989 3.1322 -2.4349 -0.1 0.1 0.0 -0.083
C -0.6413 3.1915 -3.7511 0.0 -0.2 -0.1 0.013
C -0.5500 2.0673 -4.5462 0.1 0.0 0.4 0.066
C 0.1288 0.9554 -4.0376 0.1 0.3 0.6 -0.055
H 0.6769 -5.2789 -12.8218 0.0 0.1 0.2 0.121
H 0.2929 -6.1463 -11.3195 0.0 0.2 0.0 0.120
H 1.8368 -5.2571 -11.4624 -0.2 0.2 0.0 0.120
H -0.9171 -1.8821 -10.6779 -0.1 0.1 -0.1 0.148
H -0.8381 -0.8331 -8.4312 0.0 0.1 0.0 0.130
H 1.1425 -4.3431 -6.9179 0.1 -0.1 0.0 0.123
H 1.0540 -5.3636 -9.1049 0.1 -0.1 0.0 0.133
H 1.7779 -3.0571 -5.2568 0.0 0.1 0.0 0.168
H 3.3070 -2.7765 -3.1864 0.1 -0.1 -0.1 0.129
H 4.5331 -2.0895 -1.1321 0.1 -0.1 0.0 0.129
H 3.8282 -0.0937 0.0889 0.0 0.0 0.0 0.105
H -0.3175 3.9939 -1.7932 -0.1 0.0 0.1 0.118
H -1.0726 4.1062 -4.1250 -0.1 0.1 0.0 0.131
H -0.9463 2.0309 -5.5478 0.0 0.1 -0.2 0.138
Br -1.5496 7.6611 2.7853 0.2 -0.7 -0.3 0.903
C -0.9884 6.0570 1.9677 0.2 0.1 0.1 -0.624
C 0.3669 5.7139 1.9082 -0.5 0.2 0.0 -0.051
C 0.7291 4.5490 1.2683 0.4 0.1 0.1 -0.077
N -0.1501 3.7004 0.7220 -0.4 0.0 -0.2 -0.079
C -1.4747 4.0054 0.8099 0.2 0.5 0.2 -0.193
C -1.9162 5.1761 1.4087 0.1 -0.1 0.0 -0.011
C -2.3576 3.0037 0.2054 -0.4 -0.2 -0.2 -0.177
C -3.7168 3.1822 -0.0061 0.0 -0.1 0.0 -0.006
C -4.4438 2.2030 -0.6844 0.0 -0.2 0.0 -0.637
Br -6.2953 2.4160 -0.9900 0.7 -0.1 0.1 0.897
C -3.7657 1.0642 -1.1307 -0.3 0.6 0.0 -0.084
C -2.4234 0.9427 -0.8512 -0.1 -0.2 -0.4 -0.159
N -1.7248 1.8761 -0.1990 -0.3 0.4 0.1 -0.088
H 1.1130 6.3501 2.3582 0.1 0.0 -0.1 0.127
H 1.7776 4.2886 1.1953 0.0 -0.1 0.0 0.126
H -2.9671 5.4143 1.4686 -0.1 0.0 0.0 0.120
H -4.2160 4.0757 0.3319 0.0 0.1 0.0 0.121
H -4.2882 0.2999 -1.6803 0.0 -0.2 -0.1 0.123
H -1.8743 0.0753 -1.1891 0.1 0.0 0.1 0.123
O 0.4566 -0.5263 0.7952 -0.6 1.1 -0.9 -0.451
P 1.2379 -1.0561 1.9749 0.4 -0.7 1.5 0.813
C 0.3900 -0.8461 3.5997 -0.2 0.4 -0.6 -0.260
P -0.1900 0.8926 3.6987 1.0 0.0 2.5 0.808
O -0.3122 1.6071 2.3761 0.2 0.7 -2.9 -0.447
C -1.5207 1.2103 4.8684 0.3 -0.2 -0.3 -0.310
C -1.4732 0.5924 6.1106 0.0 0.1 -0.3 -0.055
C -2.4245 0.9217 7.0593 0.1 0.1 0.1 -0.040
C -3.3825 1.8857 6.7765 0.0 0.0 0.0 -0.040
C -3.4352 2.4818 5.5211 0.1 0.0 0.1 -0.052
C -2.4919 2.1520 4.5641 0.0 -0.2 0.0 -0.089
C 1.1532 1.8077 4.5801 -0.6 -0.6 -0.5 -0.265
C 2.2608 1.2608 5.2083 0.0 0.1 0.1 -0.083
C 3.1324 2.0872 5.9040 0.0 -0.1 0.1 -0.051
C 2.8940 3.4480 5.9898 0.1 0.0 0.1 -0.045
C 1.7870 3.9962 5.3619 -0.1 0.0 -0.1 -0.052
C 0.9162 3.1759 4.6689 0.1 0.1 -0.1 -0.087
C 1.4586 -2.8441 1.8296 0.1 0.7 0.0 -0.284
C 1.2124 -3.4562 0.6072 0.0 0.2 -0.1 -0.087
C 1.3141 -4.8302 0.4911 0.0 0.0 0.0 -0.055
C 1.6813 -5.5919 1.5880 0.0 0.1 0.0 -0.033
C 1.9408 -4.9816 2.8041 0.0 0.0 0.1 -0.035
C 1.8173 -3.6104 2.9358 0.0 0.0 0.0 -0.078
C 2.7951 -0.1494 2.2588 -0.5 -0.4 -0.4 -0.312
C 3.8844 -0.8000 2.8287 -0.2 0.0 0.0 -0.062
C 5.0378 -0.0929 3.1194 0.0 0.1 0.0 -0.027
C 5.1069 1.2640 2.8505 0.0 0.0 0.0 -0.026
C 4.0388 1.9132 2.2472 -0.1 0.1 -0.1 -0.040
C 2.8932 1.2035 1.9477 0.0 -0.2 -0.1 -0.143
H 1.0888 -1.0619 4.4056 0.1 0.1 0.0 0.067
H -0.4590 -1.5281 3.6653 0.1 0.1 0.0 0.077
H -0.6971 -0.1272 6.3337 0.0 -0.1 0.1 0.117
H -2.3938 0.4395 8.0231 -0.1 0.0 0.1 0.120
H -4.0795 2.1838 7.5442 -0.2 -0.1 0.0 0.120
H -4.2089 3.2002 5.2970 0.0 0.1 0.0 0.112
H -2.4939 2.5971 3.5771 -0.1 0.1 0.0 0.096
H 2.4705 0.2016 5.1797 0.0 -0.1 0.0 0.096
H 3.9913 1.6555 6.3937 0.1 0.0 0.1 0.119
H 3.5528 4.0805 6.5666 0.1 0.0 0.0 0.121
H 1.5845 5.0531 5.4365 0.0 0.1 0.1 0.113
H 0.0264 3.5855 4.2095 -0.1 0.1 0.0 0.097
H 0.9245 -2.8380 -0.2307 -0.1 0.0 -0.2 0.094
H 1.1019 -5.3117 -0.4489 0.0 -0.1 -0.2 0.112
H 1.7687 -6.6609 1.4952 0.0 -0.2 0.0 0.123
H 2.2347 -5.5744 3.6533 0.0 -0.1 0.1 0.124
H 1.9984 -3.1513 3.8963 0.0 0.0 0.1 0.110
H 3.8412 -1.8605 3.0180 0.0 -0.2 0.1 0.107
H 5.8840 -0.6029 3.5491 0.1 -0.1 0.1 0.126
H 6.0047 1.8125 3.0817 0.1 0.1 0.0 0.127
H 4.1161 2.9624 2.0073 0.0 0.1 0.0 0.119
H 2.0825 1.7148 1.4024 0.3 0.2 0.4 0.035
O -2.0932 -0.3531 2.9110 -0.1 -0.3 0.3 -0.585
S -2.7443 -0.5721 1.5894 -0.9 -0.9 0.1 0.980
C -4.5625 -0.5476 1.9082 0.4 0.0 -0.4 -0.263
C -5.1172 -1.7839 1.2314 -0.1 -0.2 0.1 -0.222
C -4.1475 -2.9068 1.5822 -0.1 0.0 -0.1 -0.213
C -2.7654 -2.3878 1.2234 -0.2 0.4 -0.1 -0.270
H -4.9685 0.3826 1.5219 -0.1 0.1 0.1 0.074
H -4.6824 -0.5860 2.9894 0.2 0.1 0.1 0.114
H -5.1542 -1.6456 0.1486 -0.1 0.0 -0.1 0.111
H -6.1254 -1.9980 1.5866 0.0 0.0 -0.1 0.133
H -4.3748 -3.8231 1.0370 0.0 0.0 0.1 0.128
H -4.2097 -3.1150 2.6503 0.0 -0.1 0.0 0.129
H -2.5919 -2.4458 0.1490 0.1 -0.1 -0.1 0.087
H -1.9447 -2.8760 1.7444 0.1 0.2 0.1 0.093
```
Positions in Å, forces in eV/Å.